Here is 14 unconnected molecules or ions with the total composition C78H72F12O2 from OMol25. Energies are from ωB97M-V/def2-TZVPD.

Each line ends with the Mulliken charge.
Element x y z (Å)
F  2.304  -1.125  -4.471  -0.16
C  1.928  -2.220  -5.160  0.43
C  2.581  -2.519  -6.354  -0.71
C  2.257  -3.668  -7.022  -0.46
C  1.178  -4.466  -6.628  -0.54
C  0.457  -4.085  -5.516  -1.18
C  0.908  -3.018  -4.718  1.04
H  3.411  -1.893  -6.660  0.46
H  2.790  -3.921  -7.931  0.38
H  0.939  -5.344  -7.209  0.40
H  -0.403  -4.656  -5.191  0.48
H  0.420  -2.753  -3.792  -0.04
F  8.459  -1.125  -1.080  -0.34
C  7.178  -1.286  -1.433  0.17
C  6.832  -1.314  -2.771  -0.72
C  5.485  -1.315  -3.138  -0.47
C  4.501  -1.324  -2.172  -0.18
C  4.869  -1.341  -0.831  0.85
C  6.199  -1.301  -0.456  -0.54
H  7.596  -1.353  -3.537  0.43
H  5.270  -1.289  -4.199  0.43
H  3.461  -1.213  -2.446  0.18
H  4.081  -1.345  -0.090  -0.17
H  6.452  -1.220  0.593  0.47
F  -2.911  2.709  4.723  -0.39
C  -2.301  1.865  5.582  -0.37
C  -2.673  1.874  6.913  -0.48
C  -2.028  0.993  7.784  -0.60
C  -1.090  0.080  7.333  -1.01
C  -0.752  0.100  5.991  -0.63
C  -1.367  0.971  5.092  1.32
H  -3.497  2.487  7.250  0.50
H  -2.240  1.083  8.842  0.40
H  -0.626  -0.625  8.007  0.48
H  0.061  -0.514  5.621  0.59
H  -1.092  0.954  4.046  0.51
F  -0.483  0.856  2.082  0.16
C  -0.509  0.440  0.790  0.02
C  -1.686  -0.102  0.296  -0.14
C  -1.638  -0.691  -0.963  -0.95
C  -0.476  -0.657  -1.751  -0.24
C  0.655  -0.050  -1.214  0.03
C  0.655  0.437  0.089  0.62
H  -2.597  -0.072  0.876  0.33
H  -2.505  -1.189  -1.380  0.73
H  -0.403  -1.102  -2.730  0.01
H  1.581  -0.053  -1.778  -0.11
H  1.567  0.851  0.497  -0.62
F  -0.154  5.245  -1.083  -0.33
C  0.430  4.661  -2.141  -0.11
C  1.171  5.412  -3.031  -0.59
C  1.657  4.831  -4.177  -0.64
C  1.460  3.465  -4.412  -0.79
C  0.770  2.710  -3.469  -0.43
C  0.280  3.296  -2.314  1.06
H  1.278  6.461  -2.776  0.46
H  2.222  5.421  -4.886  0.39
H  1.846  3.086  -5.348  0.50
H  0.556  1.683  -3.738  0.49
H  -0.371  2.748  -1.646  -0.02
F  2.896  0.311  6.681  -0.39
C  2.886  0.083  5.357  -0.41
C  1.937  0.665  4.542  -0.56
C  2.032  0.489  3.159  1.46
C  3.093  -0.254  2.628  -0.22
C  3.988  -0.905  3.464  -1.01
C  3.860  -0.749  4.835  -0.88
H  1.154  1.322  4.900  1.17
H  1.334  1.006  2.515  -0.56
H  3.150  -0.341  1.551  0.20
H  4.784  -1.526  3.075  0.38
H  4.581  -1.177  5.521  0.45
F  2.883  2.386  -0.910  0.29
C  4.130  2.708  -0.520  -0.17
C  4.505  2.471  0.789  0.50
C  5.763  2.912  1.211  -1.05
C  6.589  3.588  0.333  -0.80
C  6.161  3.894  -0.955  -0.49
C  4.944  3.415  -1.400  -0.88
H  3.815  1.935  1.428  0.71
H  6.043  2.800  2.250  0.45
H  7.538  3.949  0.708  0.42
H  6.791  4.479  -1.610  0.44
H  4.614  3.597  -2.415  0.48
F  1.916  3.683  5.410  -0.44
C  1.253  3.760  4.244  0.29
C  -0.112  3.929  4.218  -0.79
C  -0.786  3.795  3.003  -0.82
C  -0.038  3.796  1.850  0.28
C  1.352  3.751  1.857  -0.81
C  2.006  3.655  3.076  -0.32
H  -0.627  4.006  5.169  0.56
H  -1.867  3.760  2.983  0.62
H  -0.526  3.868  0.889  0.41
H  1.934  3.747  0.947  0.57
H  3.082  3.539  3.091  0.55
F  -5.358  0.688  5.097  -0.45
C  -4.886  -0.516  4.721  -0.43
C  -3.877  -0.599  3.765  0.55
C  -3.510  -1.852  3.297  -0.59
C  -4.090  -2.984  3.851  -0.45
C  -4.981  -2.897  4.906  -0.70
C  -5.433  -1.640  5.312  -0.50
H  -3.578  0.302  3.243  0.79
H  -2.794  -1.946  2.491  0.50
H  -3.816  -3.956  3.459  0.46
H  -5.449  -3.778  5.325  0.40
H  -6.163  -1.543  6.105  0.47
F  -4.117  -3.147  -1.728  -0.36
C  -3.589  -4.045  -0.893  0.15
C  -2.347  -4.582  -1.147  0.14
C  -1.803  -5.543  -0.308  -0.67
C  -2.515  -5.969  0.819  -0.57
C  -3.791  -5.456  1.031  -0.68
C  -4.308  -4.463  0.219  0.00
H  -1.803  -4.229  -2.015  0.39
H  -0.831  -5.996  -0.446  0.45
H  -2.072  -6.700  1.480  0.43
H  -4.419  -5.786  1.849  0.46
H  -5.260  -4.003  0.444  0.24
F  -6.147  4.230  -3.258  -0.35
C  -5.101  3.981  -2.449  0.33
C  -4.584  2.694  -2.445  -0.65
C  -3.553  2.374  -1.588  0.00
C  -2.995  3.358  -0.757  0.48
C  -3.471  4.670  -0.822  -0.63
C  -4.580  4.943  -1.618  -0.75
H  -4.983  1.944  -3.116  0.45
H  -3.089  1.399  -1.617  0.19
H  -2.168  3.091  -0.117  -0.07
H  -3.028  5.491  -0.276  0.46
H  -4.948  5.961  -1.658  0.40
F  0.569  -3.414  -1.670  -0.08
C  1.579  -3.597  -0.807  0.26
C  1.411  -3.244  0.518  -0.12
C  2.391  -3.592  1.431  -0.64
C  3.561  -4.186  0.993  -0.49
C  3.717  -4.548  -0.339  -0.64
C  2.755  -4.149  -1.272  -0.64
H  0.535  -2.697  0.847  0.54
H  2.279  -3.319  2.471  0.49
H  4.348  -4.449  1.691  0.43
H  4.620  -5.019  -0.702  0.42
H  2.807  -4.515  -2.290  0.48
C  -6.046  1.330  1.568  -0.89
C  -5.792  -0.016  0.951  0.78
O  -4.854  -0.165  0.200  -0.39
C  -6.607  -1.156  1.468  -0.51
H  -6.040  1.302  2.657  0.14
H  -7.011  1.747  1.258  0.49
H  -5.339  2.059  1.169  0.05
H  -6.303  -2.102  1.024  -0.16
H  -7.669  -1.096  1.212  0.44
H  -6.533  -1.211  2.555  0.10
C  -0.996  0.198  -5.914  -0.13
C  -0.766  -0.003  -7.393  0.48
O  -0.267  0.869  -8.069  -0.59
C  -1.105  -1.346  -8.045  -0.95
H  -0.131  -0.163  -5.357  -0.34
H  -1.930  -0.293  -5.631  0.38
H  -1.138  1.253  -5.681  0.36
H  -2.164  -1.303  -8.308  0.35
H  -0.919  -2.182  -7.372  0.14
H  -0.523  -1.411  -8.959  0.30

## Properties
* electronic energy: -118758.197 eV
* molar mass: 1269.4 Da
* highest occupied orbital energy: -8.924 eV
* LUMO: 0.51 eV
* Kohn-Sham gap: 9.43 eV